1.
Density functional theory data (the ωB97M-V functional and the def2-TZVPD basis) for a cluster of 3 separate species, C4H14N3 in total in a non-equilibrium geometry.

## Properties
Charge: +1
Gap between HOMO and LUMO in eV: 10.046
LUMO energy in eV: -3.7

Positions of all 21 atoms, in Å:
C (1.7650, 1.6383, 0.0847)
C (2.7148, 0.4408, 0.3156)
C (-1.2652, 1.6261, 0.7215)
C (1.2027, 0.2923, 0.2063)
N (-1.9171, -0.4884, 0.3887)
N (-1.2712, 0.5560, 0.0488)
N (-1.3103, -2.6863, -1.0185)
H (1.7961, 2.0995, -0.8905)
H (0.8456, -0.0179, 1.1365)
H (1.5025, 2.3342, 0.9400)
H (3.2545, 0.3841, 1.2646)
H (3.0676, 0.2495, -0.6354)
H (-0.7416, 2.5432, 0.4430)
H (-1.9175, 1.5858, 1.6366)
H (0.7917, -0.4281, -0.5522)
H (-0.5379, 0.3491, -0.6128)
H (-1.7026, -1.3311, -0.1977)
H (-2.7500, -0.4511, 1.0056)
H (-2.0878, -3.1211, -1.4726)
H (-0.9311, -2.3075, -1.9573)
H (-0.5081, -3.2673, -0.8549)

2.
Density functional theory data (the ωB97M-V functional and the def2-TZVPD basis) for a cluster of 2 separate species, C4H14N3O in total in a non-equilibrium geometry.

## Properties
Charge: +1
Gap between HOMO and LUMO in eV: 11.477
LUMO energy in eV: -2.9

Positions of all 22 atoms, in Å:
C (-2.2275, -1.0122, -1.5458)
O (-1.8404, -1.1333, -0.1601)
H (-2.5555, -1.4621, 0.3852)
H (-1.3425, -1.2790, -2.1225)
H (-2.4609, 0.0388, -1.7406)
H (-2.9940, -1.7289, -1.8249)
C (0.7558, -0.8503, 1.3067)
C (0.4211, 0.3416, 2.2098)
C (1.0958, 0.8140, -0.4947)
N (1.4264, -0.3497, 0.0600)
N (1.9448, 1.4551, -1.3100)
N (-0.1766, 1.2045, -0.5356)
H (1.4631, -1.5355, 1.7841)
H (-0.1541, -1.4735, 1.0839)
H (-0.4709, 0.8946, 1.9375)
H (1.3473, 0.9325, 2.3258)
H (2.3882, -0.6377, 0.1726)
H (2.9381, 1.3322, -1.2920)
H (1.6447, 1.9345, -2.1386)
H (-0.9249, 0.6368, -0.1330)
H (-0.5394, 1.8526, -1.2060)
H (0.2615, 0.0251, 3.2383)

3.
Density functional theory data (the ωB97M-V functional and the def2-TZVPD basis) for a cluster of 2 separate species, C4H14N3O in total in a non-equilibrium geometry.

## Properties
Charge: +1
Gap between HOMO and LUMO in eV: 10.212
LUMO energy in eV: -2.7

Positions of all 22 atoms, in Å:
C (0.0755, -0.8904, 1.0844)
C (-0.6998, 0.3957, 1.0827)
C (0.0604, 1.4799, 0.3298)
N (-2.0763, 2.5997, -1.2216)
C (-1.1625, 1.7075, -1.6891)
N (-0.1289, 1.2418, -1.1129)
N (0.3384, -1.3429, -0.3163)
H (-0.2752, -1.7375, 1.6841)
H (1.0133, -0.7822, 1.6413)
H (-1.7240, 0.2525, 0.7296)
H (-0.8547, 0.7012, 2.1158)
H (-0.2054, 2.4517, 0.7212)
H (1.1303, 1.3259, 0.4460)
H (-3.0126, 2.4600, -1.5647)
H (-1.9885, 3.1815, -0.4076)
H (-1.3766, 1.4552, -2.7211)
H (0.4180, -0.4835, -0.8938)
H (-0.4227, -1.8919, -0.7137)
H (1.2290, -1.8385, -0.4292)
H (3.8413, -3.0359, 0.6754)
H (2.8703, -4.1066, 0.2464)
O (2.9507, -3.1431, 0.3134)

4.
Density functional theory data (the ωB97M-V functional and the def2-TZVPD basis) for a cluster of 2 separate species, C4H14N4 in total in a non-equilibrium geometry.

## Properties
Gap between HOMO and LUMO in eV: 8.650
SMILES: CCN(N)N.C=CN
LUMO energy in eV: 1.0

Positions of all 22 atoms, in Å:
C (-1.8025, 1.9201, -0.5813)
C (-1.4131, 0.4549, -0.4904)
N (-1.1799, -0.0009, 0.9167)
N (-0.3094, 0.8145, 1.6414)
N (-1.1655, -1.3807, 1.2293)
H (-2.0080, 2.1794, -1.6189)
H (-2.6918, 2.1158, 0.0116)
H (-0.9878, 2.5347, -0.2105)
H (-0.5260, 0.2751, -1.1160)
H (-2.2311, -0.1737, -0.8552)
H (0.6601, 0.6236, 1.3700)
H (-0.3741, 0.6073, 2.6330)
H (-0.6675, -1.9019, 0.5015)
H (-2.1200, -1.7243, 1.2341)
C (2.5601, -0.3859, 0.4245)
C (1.8631, -1.1946, -0.3879)
N (1.5121, -0.8593, -1.6909)
H (2.9232, -0.7410, 1.3721)
H (2.7421, 0.6478, 0.1734)
H (1.7865, -2.2546, -0.1718)
H (1.5589, -1.5893, -2.3846)
H (1.8706, 0.0333, -2.0001)

5.
Density functional theory data (the ωB97M-V functional and the def2-TZVPD basis) for a cluster of 2 separate species, C4H14N4 in total in a non-equilibrium geometry.

## Properties
Gap between HOMO and LUMO in eV: 7.929
LUMO energy in eV: 0.4

Positions of all 22 atoms, in Å:
C (-1.2558, 1.3562, 1.1197)
C (-1.1153, 0.7116, -1.2129)
N (-0.5986, 0.5079, 0.1394)
C (-0.4492, -0.9146, 0.5415)
N (-1.1223, -1.7877, -0.2163)
H (-1.3134, -2.6401, 0.2998)
H (-0.5325, -0.9637, 1.6382)
H (-2.2922, 1.0384, 1.2795)
H (-0.7320, 1.2934, 2.0745)
H (-0.6074, 0.0468, -1.9057)
H (-0.9114, 1.7476, -1.4966)
H (-2.1863, 0.5071, -1.2552)
H (-1.2766, 2.3985, 0.7923)
C (1.5610, 0.9776, -0.1157)
N (1.2869, -0.9394, 0.3436)
N (1.6365, -1.9924, -0.5404)
H (1.7939, -1.1002, 1.2130)
H (2.0043, -1.5853, -1.3993)
H (0.6978, -2.3751, -0.7985)
H (2.2472, 0.6296, -0.8820)
H (2.0578, 1.1756, 0.8297)
H (1.1077, 1.9086, -0.4485)

6.
Density functional theory data (the ωB97M-V functional and the def2-TZVPD basis) for a cluster of 2 separate species, C4H14N4 in total.

## Properties
Gap between HOMO and LUMO in eV: 9.629
SMILES: C/N=C\N.CNCN
LUMO energy in eV: 0.9

Positions of all 22 atoms, in Å:
C (0.1847, -1.1876, 2.1673)
N (1.0210, -0.0171, 1.9472)
C (2.1474, -0.1503, 1.4173)
N (2.7081, -1.4038, 0.9703)
H (-0.8543, -0.8544, 2.1797)
H (0.3831, -1.6054, 3.1538)
H (0.3196, -1.9758, 1.4285)
H (2.7624, 0.7415, 1.2649)
H (2.9951, -1.3041, -0.0007)
H (3.5779, -1.5844, 1.4662)
C (-0.5769, 0.2767, -2.5693)
N (-1.3929, 1.3111, -1.9736)
C (-1.3409, 1.3345, -0.5071)
N (-2.3420, 0.5300, 0.1461)
H (-0.6886, 0.2706, -3.6539)
H (0.4921, 0.3728, -2.3286)
H (-0.9032, -0.6995, -2.2108)
H (-1.1745, 2.2176, -2.3605)
H (-1.4234, 2.3675, -0.1757)
H (-0.3700, 0.9631, -0.1604)
H (-3.2807, 0.8385, -0.0813)
H (-2.2440, -0.4413, -0.1195)

7.
Density functional theory data (the ωB97M-V functional and the def2-TZVPD basis) for a structure of composition C4H14N4 in a non-equilibrium geometry.

## Properties
Gap between HOMO and LUMO (spin up / spin down) in eV: 8.233 / 8.228
LUMO energy (spin up / spin down) in eV: 0.6 / 0.6

Positions of all 22 atoms, in Å:
C (1.1418, 0.5645, -1.4482)
C (-0.7224, 2.0410, -0.9565)
N (0.0658, 0.8981, -0.5302)
C (0.3747, 0.8837, 0.8602)
N (1.5534, 1.2572, 1.4111)
H (2.3282, 0.9938, 0.8006)
H (-0.4799, 1.2690, 1.4171)
H (0.7149, 0.3915, -2.4363)
H (1.8960, 1.3604, -1.5344)
H (-1.5662, 2.1810, -0.2801)
H (-1.1229, 1.8467, -1.9536)
H (-0.1399, 2.9741, -0.9866)
H (1.6385, -0.3517, -1.1299)
C (-1.5281, -2.0620, 0.1090)
N (-0.2984, -2.3872, 0.8021)
N (0.5241, -0.7859, 1.3158)
H (-0.5131, -2.8601, 1.6809)
H (0.5491, -0.8089, 2.3282)
H (1.1319, -1.4631, 0.8210)
H (-1.9294, -2.9691, -0.3592)
H (-1.3102, -1.3426, -0.6814)
H (-2.3080, -1.6304, 0.7502)

8.
Density functional theory data (the ωB97M-V functional and the def2-TZVPD basis) for a cluster of 3 separate species, C4H14N4O in total.

## Properties
Gap between HOMO and LUMO in eV: 7.616
LUMO energy in eV: 1.0

Positions of all 23 atoms, in Å:
C (1.0933, 0.2584, -0.5404)
C (0.6240, 0.0478, 1.6369)
C (0.7899, -0.9328, -1.4191)
N (2.4646, 0.5756, -0.4411)
N (1.8237, -0.2414, 2.2419)
H (0.4663, 1.1218, -0.7542)
H (3.1019, -0.0316, -0.9365)
H (2.7000, 1.5489, -0.5587)
H (2.1373, -1.1966, 2.1520)
H (2.5995, 0.4025, 2.0868)
H (0.3455, 1.0974, 1.7262)
H (0.3701, -0.4971, 0.6533)
H (1.3164, -1.8189, -1.0491)
H (1.1036, -0.7555, -2.4551)
H (-0.2775, -1.1519, -1.4099)
N (-2.2407, -1.1057, 1.0182)
C (-2.8471, 1.2372, -1.4228)
O (-2.5679, 0.1873, 0.4910)
N (-2.5472, 0.1217, -0.9007)
H (-1.4390, -0.9189, 1.6318)
H (-3.0445, -1.3418, 1.5950)
H (-2.8298, 1.2837, -2.5032)
H (-3.1424, 2.1098, -0.8424)

Calculated energy above the lowest of the compared OMol25 structures with the same formula, charge and spin, 487.63, 128.74, 131.18, 293.91, 590.65, 142.78, 522.66, 651.20 kJ/mol (same order as the records).